[1]
Density functional theory data (ωB97M-V/def2-TZVPD) for a 5-piece molecular cluster, C18H30N5P2 overall.

Properties
* HOMO energy: -3.89 eV
* gap between HOMO and LUMO: 6.17 eV

```
! RIJCOSX wB97M-V def2-TZVPD def2/J DEFGRID3
* xyz -1 1
C 4.608 -0.209 -2.243
C 4.664 -0.590 -3.698
P 3.744 -2.232 -4.184
P 5.653 -3.242 -4.700
N 6.536 -3.497 -3.343
H 3.780 -0.726 -1.589
H 5.324 0.599 -1.755
H 5.194 0.069 -4.531
H 3.615 -1.732 -5.543
H 2.963 -3.416 -4.481
H 3.899 -2.633 -2.796
H 2.511 -1.566 -3.777
H 5.404 -4.488 -5.427
H 6.483 -2.406 -5.555
H 5.997 -3.154 -2.517
N 2.369 2.188 -1.223
C 2.199 1.698 0.046
C 1.395 2.577 0.737
C 1.064 3.631 -0.148
C 1.676 3.364 -1.352
H 2.919 1.750 -1.950
H 2.664 0.770 0.348
H 1.080 2.470 1.767
H 0.445 4.492 0.069
H 1.680 3.909 -2.286
N -2.316 2.726 0.330
C -2.858 3.965 0.551
C -4.226 3.825 0.620
C -4.519 2.452 0.439
C -3.321 1.796 0.265
H -1.329 2.529 0.231
H -2.226 4.839 0.639
H -4.937 4.625 0.783
H -5.498 1.991 0.437
H -3.098 0.751 0.101
N -0.398 0.350 3.206
C -0.808 -0.955 3.298
C -0.140 -1.537 4.353
C 0.697 -0.547 4.920
C 0.516 0.609 4.194
H -0.720 1.017 2.517
H -1.536 -1.357 2.607
H -0.246 -2.563 4.679
H 1.360 -0.664 5.767
H 0.959 1.591 4.295
N -4.205 -2.530 1.481
C -4.748 -1.291 1.702
C -6.116 -1.432 1.770
C -6.409 -2.805 1.590
C -5.210 -3.460 1.416
H -3.218 -2.728 1.381
H -4.116 -0.418 1.790
H -6.826 -0.632 1.934
H -7.388 -3.265 1.587
H -4.987 -4.506 1.251
*
```

---

[2]
Density functional theory data (ωB97M-V/def2-TZVPD) for C18H30NO2P2Pt as an isolated structure.

Properties
* HOMO energy (alpha / beta): -9.60 / -10.95 eV
* ⟨S²⟩: 2.0117
* gap between HOMO and LUMO (alpha / beta): 7.27 / 7.02 eV

```
! RIJCOSX wB97M-V def2-TZVPD def2/J DEFGRID3
* xyz 1 3
Pt 0.157 -0.214 0.063
P -2.049 -0.092 -0.320
C -1.976 0.328 -2.066
C -0.790 1.101 -2.504
N 0.351 0.832 -1.815
C 1.567 1.215 -2.205
C 1.682 2.003 -3.333
C 0.559 2.258 -4.108
C -0.686 1.787 -3.726
C 2.752 0.874 -1.379
P 2.339 -0.595 -0.265
H -1.602 1.883 -4.324
H 2.650 2.342 -3.610
H 0.628 2.840 -5.014
H 3.606 0.550 -1.992
H 3.102 1.687 -0.712
H -1.746 -0.876 -2.613
H -2.944 0.810 -2.455
H -1.021 -2.762 -2.206
O -1.271 -1.860 -3.087
H -2.035 -2.194 -3.580
H -0.173 -2.181 -0.884
O -0.296 -3.119 -1.260
H -0.535 -4.012 -0.823
C 2.713 -2.072 -1.265
H 3.693 -1.873 -1.713
H 2.755 -2.916 -0.567
H 1.937 -2.219 -2.029
C 3.503 -0.596 1.132
H 3.351 -1.572 1.623
H 4.509 -0.504 0.687
H 3.256 0.240 1.806
C -2.936 1.257 0.493
H -3.968 1.234 0.078
H -2.916 1.037 1.579
H -2.417 2.204 0.242
C -3.025 -1.609 -0.130
H -3.243 -1.698 0.944
H -3.959 -1.477 -0.701
H -2.466 -2.491 -0.480
C 0.465 1.296 1.505
C 0.017 0.932 2.910
C 0.565 -0.199 3.519
C 0.168 -0.572 4.810
C -0.788 0.186 5.495
C -1.318 1.332 4.896
C -0.926 1.702 3.610
H 1.536 1.540 1.468
H -0.101 2.154 1.123
H 1.252 -0.822 2.937
H 0.595 -1.479 5.249
H -1.086 -0.101 6.497
H -2.093 1.903 5.396
H -1.340 2.574 3.100
*
```

---

[3]
Density functional theory data (ωB97M-V/def2-TZVPD) for C18H31AlClNO2P2 as an isolated structure.

Properties
* HOMO energy (alpha / beta): -7.70 / -4.36 eV
* energy above the lowest of the compared OMol25 structures with the same formula, charge and spin: 0.0 kJ/mol
* gap between HOMO and LUMO (alpha / beta): 7.98 / 4.50 eV

```
! RIJCOSX wB97M-V def2-TZVPD def2/J DEFGRID3
* xyz 0 1
C 0.962 -1.170 -3.843
C 0.887 -0.461 -2.648
N 0.920 -1.219 -1.511
C 0.732 -2.571 -1.543
C 0.798 -3.281 -2.730
C 0.955 -2.549 -3.889
C 1.008 1.111 -2.570
P 0.949 1.692 -0.830
Al 1.073 -0.377 0.337
P -0.174 -2.215 1.013
C 0.524 -3.337 -0.238
C 0.186 0.837 1.738
C 1.037 1.620 2.526
C 0.536 2.377 3.592
C -0.825 2.341 3.888
C -1.688 1.596 3.089
C -1.190 0.903 1.974
O -3.074 1.350 -4.742
O -3.495 -1.468 -1.835
H 0.954 -0.623 -4.768
H 0.780 -4.371 -2.725
H 1.017 -3.079 -4.823
C 2.376 2.889 -0.980
C -0.525 2.788 -0.726
H -0.131 -4.227 -0.326
H 1.487 -3.690 0.166
H 0.253 1.754 -3.101
H 2.013 1.492 -2.930
C 0.049 -2.907 2.664
C -1.960 -2.393 0.736
H 2.105 1.661 2.309
H 1.220 2.989 4.181
H -1.226 2.913 4.725
H -2.760 1.572 3.298
H -1.900 0.429 1.292
H -3.788 -0.761 -1.232
H -4.318 -1.978 -2.000
H -2.754 1.215 -3.800
H -2.378 0.688 -5.040
H -4.782 2.426 0.263
H 2.052 3.507 -1.845
H 2.674 3.522 -0.106
H 3.251 2.298 -1.310
H -0.320 3.691 -1.329
H -1.331 2.218 -1.221
H -0.856 3.075 0.296
H -2.246 -3.459 0.655
H -2.572 -1.862 1.493
H -2.091 -1.937 -0.258
H -0.603 -3.800 2.696
H 1.115 -3.149 2.806
H -0.285 -2.139 3.388
Cl 3.153 -1.181 2.118
C 3.058 -0.528 0.506
H 3.611 0.416 0.451
H 3.452 -1.261 -0.211
*
```

---

[4]
Density functional theory data (ωB97M-V/def2-TZVPD) for C18H31AsCl4F7MgN3O6P as an isolated structure.

Properties
* HOMO energy: -10.69 eV
* energy above the lowest of the compared OMol25 structures with the same formula, charge and spin: 0.0 kJ/mol
* gap between HOMO and LUMO: 2.55 eV

```
! RIJCOSX wB97M-V def2-TZVPD def2/J DEFGRID3
* xyz 1 1
C 3.238 -1.021 0.093
C 3.483 -0.368 -1.310
C 2.112 0.238 -1.762
N 1.042 -0.741 -1.369
C -0.227 -0.229 -1.545
C -0.817 0.623 -0.652
C -2.107 1.089 -0.845
C -2.735 1.997 0.197
P -4.010 0.985 1.084
O -4.291 1.554 2.397
O -5.386 0.853 0.227
O -3.427 -0.525 1.320
C -2.816 0.674 -1.991
C -2.208 -0.177 -2.860
C -2.915 -0.714 -4.101
C -4.085 -1.655 -3.651
C -3.820 -2.399 -2.335
O -4.615 -3.603 -2.256
C -3.969 -4.514 -1.429
C -3.555 -4.097 -0.003
O -3.729 -5.631 -1.803
N -0.952 -0.601 -2.627
H 2.713 -1.975 -0.011
H 4.214 -1.313 0.622
H 2.653 -0.331 0.730
H 3.664 -1.216 -1.991
H 4.303 0.360 -1.324
H 1.998 1.205 -1.260
H 2.115 0.450 -2.851
H 1.181 -1.623 -1.856
H -0.289 0.929 0.251
H -3.178 2.894 -0.245
H -1.964 2.201 0.949
H -5.442 -0.031 -0.165
H -3.707 -1.117 0.604
H -3.830 1.024 -2.178
H -2.225 -1.309 -4.713
H -3.278 0.163 -4.647
H -4.952 -1.000 -3.469
H -4.369 -2.322 -4.472
H -4.140 -1.748 -1.501
H -2.771 -2.710 -2.211
H -3.235 -4.994 0.533
H -2.692 -3.413 -0.024
H -4.391 -3.660 0.561
H -0.522 -1.236 -3.292
F 7.187 0.622 -0.983
As 7.258 2.377 -1.321
F 7.724 2.060 -2.957
F 8.923 2.392 -0.830
F 7.293 4.089 -1.571
F 6.771 2.614 0.352
F 5.584 2.321 -1.765
C -0.069 3.674 3.744
O 0.421 2.594 3.438
N -1.071 3.847 4.620
C -1.610 5.159 4.929
C -1.636 2.679 5.278
H 0.286 4.619 3.303
H -1.489 5.359 5.995
H -2.671 5.185 4.675
H -1.090 5.930 4.362
H -0.851 2.169 5.837
H -2.028 1.999 4.520
H -2.436 2.971 5.952
Mg 5.209 -0.212 1.801
C 5.899 -5.119 2.147
Cl 7.406 -4.699 1.330
Cl 4.562 -4.189 1.420
Cl 5.577 -6.837 1.964
Cl 6.019 -4.710 3.863
F 2.762 2.136 -2.920
*
```

---

[5]
Density functional theory data (ωB97M-V/def2-TZVPD) for C18H31ClIMoN5O4P as an isolated structure.

Properties
* HOMO energy (alpha / beta): -16.24 / -16.40 eV
* ⟨S²⟩: 2.0246
* energy above the lowest of the compared OMol25 structures with the same formula, charge and spin: 0.0 kJ/mol
* gap between HOMO and LUMO (alpha / beta): 6.82 / 5.85 eV

```
! RIJCOSX wB97M-V def2-TZVPD def2/J DEFGRID3
* xyz 3 3
Mo -0.132 0.251 -0.482
N -2.004 1.353 -1.189
C -1.691 2.180 -2.394
C -0.607 1.487 -3.187
N 0.625 1.272 -2.342
C 1.262 2.611 -2.058
C 1.532 2.813 -0.582
N 0.349 2.332 0.216
C 1.581 0.390 -3.089
C 1.177 -1.051 -2.917
N 1.186 -1.334 -1.452
H -2.622 0.594 -1.476
H -2.551 1.896 -0.523
H -1.382 3.170 -2.063
H -2.573 2.320 -3.017
H -0.349 2.068 -4.075
H -0.966 0.513 -3.518
H 0.612 3.397 -2.436
H 2.196 2.699 -2.611
H 1.735 3.864 -0.380
H 2.400 2.241 -0.265
H -0.414 2.993 0.081
H 0.588 2.398 1.205
H 2.574 0.543 -2.664
H 1.615 0.676 -4.141
H 1.874 -1.704 -3.441
H 0.178 -1.261 -3.293
H 2.156 -1.403 -1.149
H 0.749 -2.236 -1.277
Cl -5.625 -3.012 2.283
C -4.365 -2.488 1.255
C -4.309 -2.928 -0.042
C -3.282 -2.510 -0.912
I -3.203 -3.165 -2.875
C -2.309 -1.657 -0.454
O -1.261 -1.204 -1.188
C -2.368 -1.189 0.861
N -1.368 -0.306 1.216
C -1.388 0.186 2.461
C -2.351 -0.168 3.395
C -3.349 -1.056 3.048
C -3.382 -1.589 1.750
H -5.073 -3.607 -0.399
H -0.603 0.882 2.726
H -2.311 0.262 4.386
H -4.109 -1.337 3.767
C 4.476 -0.329 0.750
O 3.133 0.018 0.253
P 1.787 -0.194 1.032
O 1.712 0.778 2.269
C 2.542 0.675 3.481
O 1.968 -1.664 1.563
C 1.009 -2.417 2.362
H 4.715 0.291 1.610
H 5.156 -0.113 -0.064
H 4.504 -1.383 1.010
H 1.883 0.820 4.330
H 3.286 1.465 3.446
H 3.016 -0.301 3.535
H 1.463 -3.385 2.540
H 0.076 -2.539 1.815
H 0.835 -1.911 3.310
*
```

---

[6]
Density functional theory data (ωB97M-V/def2-TZVPD) for an isolated ion of composition C18H31ClNO2 and charge +1.

Properties
* HOMO energy: -11.22 eV
* energy above the lowest of the compared OMol25 structures with the same formula, charge and spin: 10.6 kJ/mol
* gap between HOMO and LUMO: 8.89 eV

```
! RIJCOSX wB97M-V def2-TZVPD def2/J DEFGRID3
* xyz 1 1
C -1.916 1.747 3.628
C -1.980 3.137 3.012
H -1.790 3.898 3.774
H -2.964 3.326 2.578
O -0.942 3.376 2.062
C -0.655 2.518 1.056
C -1.586 1.842 0.258
C -1.199 0.999 -0.775
C 0.142 0.839 -1.076
C 1.085 1.516 -0.319
C 0.719 2.352 0.733
O 1.773 2.920 1.346
C 1.659 3.861 2.400
H 1.045 4.715 2.114
H 1.257 3.405 3.306
H 2.681 4.190 2.584
H 2.140 1.435 -0.530
C 0.582 -0.089 -2.174
H 1.452 0.314 -2.690
H -0.225 -0.249 -2.888
N 0.949 -1.397 -1.557
H 0.127 -1.744 -1.046
H 1.677 -1.212 -0.857
C 1.425 -2.529 -2.434
C 0.331 -2.870 -3.439
H 0.225 -2.086 -4.184
H 0.597 -3.780 -3.968
H -0.631 -3.031 -2.963
C 2.683 -2.074 -3.171
H 2.459 -1.329 -3.929
H 3.131 -2.925 -3.677
H 3.423 -1.670 -2.484
C 1.797 -3.708 -1.511
H 1.859 -4.585 -2.156
H 2.809 -3.533 -1.138
C 0.941 -4.107 -0.280
C 1.468 -5.487 0.143
H 2.529 -5.440 0.377
H 0.943 -5.842 1.026
H 1.323 -6.219 -0.647
C -0.551 -4.251 -0.586
H -1.052 -3.298 -0.760
H -0.709 -4.895 -1.447
H -1.046 -4.713 0.265
C 1.139 -3.155 0.913
H 0.877 -3.679 1.830
H 2.179 -2.849 1.008
H 0.507 -2.268 0.881
H -1.963 0.511 -1.358
Cl -3.298 2.033 0.464
H -0.926 1.557 4.037
H -2.643 1.681 4.432
H -2.144 0.981 2.890
*
```

---

[7]
Density functional theory data (ωB97M-V/def2-TZVPD) for a 7-piece molecular cluster, C18H31F4NO16 overall.

Properties
* HOMO energy: -8.84 eV
* energy above the lowest of the compared OMol25 structures with the same formula, charge and spin: 395.8 kJ/mol
* gap between HOMO and LUMO: 8.10 eV

```
! RIJCOSX wB97M-V def2-TZVPD def2/J DEFGRID3
* xyz 0 1
N 38.250 50.904 50.412
H 38.074 50.019 50.964
H 38.953 51.303 51.036
H 37.496 51.476 50.250
H 38.716 50.635 49.621
O 36.264 53.565 50.190
H 35.961 53.990 49.493
C 37.246 55.816 52.209
C 37.891 57.039 52.781
O 37.085 57.488 53.759
C 35.979 56.884 53.684
O 34.983 57.203 54.326
O 35.936 55.907 52.840
F 38.159 57.976 51.868
H 37.676 54.962 52.645
H 37.290 55.708 51.078
H 38.814 56.780 53.213
C 34.757 52.913 53.439
C 36.172 52.345 53.483
O 35.922 51.013 53.138
C 34.667 50.679 53.178
O 34.233 49.569 52.928
O 33.874 51.802 53.410
F 36.615 52.404 54.852
H 34.558 53.509 52.554
H 34.422 53.493 54.348
H 36.688 53.004 52.882
C 37.048 57.415 48.237
C 36.562 56.048 47.586
O 37.769 55.553 47.112
C 38.797 56.231 47.587
O 39.991 55.901 47.369
O 38.457 57.252 48.329
F 35.664 56.348 46.571
H 36.624 57.451 49.056
H 36.688 58.209 47.586
H 36.066 55.380 48.375
C 34.127 51.677 49.648
C 33.464 52.884 48.971
O 32.128 52.576 48.633
C 31.911 51.401 49.135
O 30.791 50.844 48.988
O 32.962 50.854 49.594
F 34.145 53.142 47.708
H 34.313 51.894 50.663
H 34.914 51.422 49.084
H 33.777 53.809 49.688
C 42.250 51.561 49.729
O 40.925 52.108 49.276
C 40.882 52.521 47.925
C 39.538 52.856 47.556
O 38.827 51.879 47.468
C 37.460 52.049 47.087
C 36.747 50.686 46.911
O 36.819 49.977 48.157
C 36.158 48.838 48.070
H 42.829 50.489 49.299
H 42.165 51.407 50.825
H 42.984 52.214 49.626
H 41.429 51.943 47.253
H 41.434 53.408 47.924
H 39.360 53.469 46.538
H 39.002 53.508 48.020
H 37.251 52.637 46.280
H 37.142 52.669 47.809
H 37.147 50.258 46.169
H 35.832 50.867 46.784
H 36.596 48.404 47.283
H 34.978 48.823 47.996
H 36.337 48.139 48.919
*
```

---

[8]
Density functional theory data (ωB97M-V/def2-TZVPD) for a 7-piece molecular cluster, C18H31F4NO16 overall.

Properties
* HOMO energy: -9.12 eV
* energy above the lowest of the compared OMol25 structures with the same formula, charge and spin: 0.0 kJ/mol
* gap between HOMO and LUMO: 8.39 eV

```
! RIJCOSX wB97M-V def2-TZVPD def2/J DEFGRID3
* xyz 0 1
N 1.208 0.433 -1.761
H 0.334 0.614 -2.232
H 1.999 0.677 -2.550
H 1.289 -0.552 -1.611
H 1.311 0.854 -0.826
O -0.289 -0.916 0.245
H -0.120 -1.018 1.164
C -1.618 -1.597 2.812
C -2.686 -1.927 3.820
O -1.949 -2.112 5.020
C -0.667 -1.678 4.815
O 0.131 -1.636 5.812
O -0.498 -1.360 3.546
F -3.471 -2.989 3.599
H -1.945 -0.593 2.211
H -1.369 -2.453 2.178
H -3.340 -1.106 4.031
C 0.951 -4.377 0.840
C 0.063 -4.130 -0.467
O -1.185 -4.816 0.004
C -1.014 -5.266 1.178
O -1.979 -5.838 1.773
O 0.079 -4.896 1.728
F 0.574 -4.814 -1.481
H 1.429 -3.350 1.118
H 1.813 -5.050 0.858
H -0.187 -3.169 -0.786
C -1.523 2.108 0.940
C -2.721 1.553 0.271
O -3.030 2.454 -0.793
C -2.230 3.528 -0.690
O -2.354 4.518 -1.359
O -1.341 3.439 0.274
F -3.755 1.329 1.100
H -0.563 1.519 0.802
H -1.602 2.369 1.997
H -2.539 0.468 -0.155
C -3.415 -2.318 -0.481
C -2.958 -1.943 -1.946
O -4.049 -1.191 -2.433
C -4.916 -1.039 -1.526
O -6.021 -0.499 -1.751
O -4.612 -1.501 -0.370
F -2.742 -3.100 -2.675
H -2.672 -1.992 0.095
H -3.656 -3.379 -0.181
H -2.152 -1.293 -2.055
C 2.773 2.792 -4.368
O 1.819 2.726 -3.328
C 1.701 3.999 -2.585
C 2.846 4.158 -1.606
O 2.911 3.082 -0.939
C 4.053 3.011 -0.058
C 3.895 1.986 1.040
O 3.584 0.651 0.562
C 3.104 -0.287 1.474
H 3.680 2.494 -3.864
H 2.879 3.714 -4.863
H 2.693 2.163 -5.270
H 0.741 3.838 -1.972
H 1.276 4.748 -3.321
H 2.706 5.022 -1.026
H 3.746 4.451 -2.168
H 4.389 3.964 0.414
H 4.882 2.751 -0.816
H 3.084 2.240 1.650
H 4.669 1.927 1.734
H 2.092 0.266 1.800
H 3.789 -0.334 2.302
H 2.693 -1.294 1.136
*
```